[1]
DFT (ωB97M-V with the def2-TZVPD basis set) results for C20H33ClNO3PtS6SbSi as an isolated structure.

Each line ends with the Löwdin charge.
Element x y z (Å)
Pt  0.17  0.25  -0.20  0.45
Sb  3.69  0.07  0.73  0.08
Cl  4.85  5.40  0.56  0.63
S  -1.70  0.82  1.35  0.32
S  -2.20  -1.81  -3.72  0.46
S  1.92  -0.41  -1.52  -0.08
S  3.91  -2.08  1.64  -0.34
S  5.10  1.33  2.22  -0.35
S  1.47  0.67  1.60  -0.11
Si  -1.92  -1.18  1.94  -0.12
O  -0.95  -1.98  0.91  -0.21
O  -3.52  -1.61  1.94  -0.15
O  -1.37  -1.62  3.40  -0.14
N  -1.15  -0.35  -1.62  -0.16
C  -1.81  0.27  4.84  -0.05
C  0.00  -3.88  2.06  -0.03
C  -5.79  -2.03  1.45  -0.04
C  -4.35  -0.81  -0.20  -0.05
C  -1.55  -0.99  -2.51  -1.01
C  -1.95  -4.11  0.48  -0.02
C  1.18  3.13  -0.80  -0.36
C  0.34  -3.53  -0.37  -0.04
C  2.35  4.43  0.89  -0.11
C  3.46  4.49  0.06  -0.68
C  -0.48  -1.72  5.57  -0.02
C  -0.65  -3.36  0.78  -0.63
C  -5.00  0.29  1.96  -0.06
C  3.47  3.84  -1.17  -0.12
C  0.03  2.43  -1.23  -0.06
C  -2.96  -1.95  5.14  -0.02
C  -4.63  -1.04  1.28  -0.66
C  2.35  3.16  -1.59  -0.07
C  1.22  3.78  0.46  -0.07
C  -1.67  -1.25  4.72  -0.65
H  1.26  -3.00  -0.14  0.04
H  0.43  -1.27  5.19  0.09
H  -0.02  2.14  -2.28  0.06
H  -1.78  -5.18  0.42  0.08
H  -3.30  -1.61  6.12  0.08
H  -3.58  -0.05  -0.33  0.03
H  -0.38  -2.80  5.49  0.08
H  -2.69  0.61  4.29  0.07
H  -0.69  -3.83  2.90  0.07
H  -5.85  0.74  1.47  0.08
H  0.87  -3.27  2.28  0.08
H  2.39  4.89  1.87  0.11
H  -3.72  -1.72  4.40  0.06
H  -2.81  -3.02  5.16  0.08
H  -5.96  -2.23  2.50  0.08
H  -0.61  -1.45  6.62  0.08
H  -0.94  0.75  4.41  0.08
H  -4.15  0.96  1.90  0.01
H  0.57  -4.58  -0.51  0.08
H  -5.55  -2.96  0.95  0.08
H  4.36  3.86  -1.78  0.10
H  -4.00  -1.73  -0.66  0.08
H  -6.70  -1.61  1.02  0.08
H  -0.07  -3.13  -1.30  0.06
H  -1.90  0.56  5.89  0.08
H  -5.23  0.11  3.01  0.08
H  0.36  3.70  1.11  0.11
H  2.36  2.64  -2.53  0.10
H  -0.92  2.68  -0.76  0.04
H  0.33  -4.91  1.91  0.08
H  -2.68  -3.90  1.26  0.07
H  -2.35  -3.75  -0.47  0.08
H  -5.25  -0.48  -0.71  0.08

HOMO level (spin up / spin down): -0.073 / -0.073 Ha
energy above the lowest of the compared OMol25 structures with the same formula, charge and spin: 1.9 kcal per mole
net charge: -2


[2]
DFT (ωB97M-V with the def2-TZVPD basis set) results for C6H8Br12CaO3 as an isolated structure.

Each line ends with the Löwdin charge.
Element x y z (Å)
Br  -5.49  14.89  15.95  0.52
Br  -14.57  18.21  17.99  0.50
Br  -12.16  20.11  17.02  0.51
Br  -10.91  10.07  23.42  0.53
Br  -15.09  21.28  17.29  0.56
Br  -12.94  8.20  25.23  0.50
Br  -12.70  7.66  21.97  0.49
Br  -6.41  12.09  14.46  0.47
Br  -14.69  5.42  16.23  0.54
Br  -16.65  7.96  15.16  0.47
Br  -17.49  5.99  17.94  0.50
Br  -7.99  15.02  14.02  0.45
Ca  -12.03  10.09  12.17  1.55
O  -11.66  10.69  16.25  -0.13
O  -12.99  12.22  15.77  -0.08
O  -11.99  13.24  10.54  -0.54
C  -13.83  20.07  18.07  -1.56
C  -12.33  11.67  16.64  -0.84
C  -12.28  12.16  18.08  -0.02
C  -12.59  9.03  23.45  -1.50
C  -7.00  13.81  15.36  -1.43
C  -16.05  6.74  16.69  -1.47
H  -11.24  12.09  18.39  0.06
H  -11.36  13.96  10.34  -0.12
H  -13.62  20.28  19.12  -0.02
H  -12.49  13.23  18.14  0.07
H  -13.42  9.71  23.25  -0.03
H  -7.70  13.65  16.18  -0.02
H  -12.96  11.57  18.70  0.07
H  -15.53  7.52  17.25  -0.05

HOMO level: -0.262 Ha


[3]
DFT (ωB97M-V with the def2-TZVPD basis set) results for one molecule with the formula C5H14N2.

Each line ends with the Löwdin charge.
Element x y z (Å)
N  -0.65  -1.64  -2.02  0.00
N  -0.52  0.31  1.59  -0.09
C  -0.05  0.34  0.19  -0.43
C  -1.04  1.59  2.12  -0.12
C  0.79  1.57  -0.20  -0.06
C  0.72  -0.95  -0.06  -0.20
C  0.72  -1.45  -1.48  -0.28
H  0.30  -1.69  0.62  0.11
H  -0.79  -1.00  -2.80  0.06
H  1.26  -0.74  -2.13  0.10
H  0.30  0.08  2.13  0.09
H  1.76  -0.82  0.27  0.12
H  -0.71  -2.55  -2.47  0.06
H  1.51  1.79  0.60  0.09
H  1.38  1.35  -1.08  0.06
H  -0.36  2.03  2.85  0.07
H  1.32  -2.37  -1.54  0.11
H  0.15  2.42  -0.41  0.06
H  -1.20  2.31  1.33  0.06
H  -0.95  0.32  -0.44  0.12
H  -2.00  1.40  2.61  0.07

HOMO level: -0.317 Ha
SMILES string: CN[C@@H](C)CCN
energy above the lowest of the compared OMol25 structures with the same formula, charge and spin: 19.9 kcal per mole